1.
ORCA calculation (ωB97M-V/def2-TZVPD) on a 2-piece molecular cluster, C23H29N6O6S overall at a distorted geometry.

```
65
Properties=species:S:1:pos:R:3:forces:R:3
O 1.1491 -1.5897 -2.3727 0.412 1.640 -0.484
H 0.0884 -1.1821 -5.1944 -0.073 0.073 -0.052
O -2.2158 -1.7529 4.5206 0.038 -0.077 -0.058
C -3.0874 -4.5215 3.4506 0.152 0.074 -0.621
C -2.6069 -6.4393 2.4468 0.061 0.072 0.208
C -2.7219 -4.2431 2.1589 -0.472 0.722 0.565
C 3.6021 4.7662 -2.1717 0.330 0.750 0.178
C 0.1664 -3.7122 3.5564 0.018 0.429 0.214
C 2.3059 1.8130 -4.1634 0.020 0.010 -0.013
C 5.0984 6.1362 -0.8148 -0.327 -0.087 -0.328
H -3.6793 0.1268 2.4966 0.041 0.056 0.071
H -2.3378 -3.0281 0.4573 0.064 0.101 0.005
H -1.5154 1.9154 -0.5591 0.267 -0.837 -0.617
H 5.8274 6.2171 -0.0136 -0.104 -0.051 -0.120
H 2.9203 2.7671 -0.4581 -0.033 -0.001 -0.134
H -0.3138 -0.6348 -1.1362 0.078 0.808 0.630
C 4.7240 7.2735 -1.5334 -0.139 -0.256 -0.087
N -2.4476 -5.4524 1.5405 -0.223 -0.215 1.403
H 5.1565 8.2396 -1.2887 -0.064 -0.146 -0.040
H -0.0647 -1.1414 1.4136 -0.095 0.082 0.071
H 3.5032 8.0489 -3.1311 0.013 -0.151 0.073
H -1.3550 -1.6402 -3.2559 0.023 -0.010 0.084
N -3.4717 -0.2707 3.3990 -0.277 0.607 -0.625
H 4.8660 4.0218 -0.5729 -0.074 0.019 -0.115
C -1.4366 0.3854 -2.5279 -0.704 1.649 0.954
O -2.0770 1.4143 -2.7052 0.303 -0.371 -0.203
H -4.6043 1.2565 4.3075 0.136 -0.208 -0.117
C 3.7942 7.1651 -2.5705 0.081 -0.436 0.186
H -3.3986 -3.8065 4.2051 0.223 -0.402 0.027
H 2.1463 1.5445 -5.2058 0.012 0.025 0.216
H -0.1854 -4.5739 3.0022 -0.148 -0.254 -0.057
H -4.9959 -0.3906 4.8478 0.033 0.063 0.052
C -1.2404 -0.6332 -3.6698 0.560 -0.605 0.488
H 2.5117 5.8618 -3.6925 0.037 -0.065 0.102
H -2.1463 -5.5657 0.5779 -0.048 -0.107 0.253
H -3.5026 0.3935 5.3996 -0.058 -0.080 -0.184
H -2.1800 -0.8795 1.4481 0.067 -0.087 -0.272
C -1.9678 -1.7160 2.1160 0.667 0.430 -0.608
N 0.0433 -0.5407 -4.4100 0.173 0.563 0.779
H 2.0921 0.5296 -1.0093 -0.005 0.055 -0.214
S 1.4850 -0.7852 -3.5594 -0.231 -2.121 -0.833
H -0.5376 -3.4145 4.3221 -0.364 -0.044 0.033
O 1.6120 -2.3500 2.3030 0.034 0.141 -0.083
H -3.1712 -6.3928 4.4860 0.086 0.047 -0.397
H 1.1023 -3.9768 4.0486 -0.023 0.079 -0.260
C 0.4512 -2.5750 2.5972 1.815 -1.177 0.821
C 2.7930 3.0831 -3.8424 -0.195 -0.588 0.176
C -2.5402 -1.2303 3.4623 0.257 -0.957 0.774
C -2.7308 -2.8948 1.4665 -0.049 -0.531 0.182
C -4.1851 0.2787 4.5539 0.195 -0.229 0.141
C 3.0350 3.4473 -2.5078 -0.179 -0.530 -0.073
O -1.2089 1.0600 -0.1797 0.371 -0.972 -0.683
N -2.9891 -5.8914 3.6196 0.250 0.204 -1.282
C 2.7560 2.5109 -1.4997 -0.082 -0.235 -0.422
H 3.0150 3.7778 -4.6460 -0.012 -0.081 0.115
C 2.0487 0.8841 -3.1484 0.019 -0.081 0.349
H -3.7759 -2.5981 1.3558 -0.036 0.016 -0.019
H -2.0604 -0.4850 -4.3805 0.291 0.292 0.212
C 4.5412 4.8937 -1.1318 -0.052 0.409 -0.118
N -0.9965 0.1231 -1.2399 -0.376 -0.392 -1.294
H -2.4438 -7.4997 2.2656 -0.061 0.417 0.073
C 3.2387 5.9205 -2.8885 0.325 0.153 0.291
N -0.4959 -1.8357 2.0087 -2.249 0.980 -0.395
C 2.2725 1.2403 -1.8130 0.009 -0.094 -0.074
O 2.3415 -1.4519 -4.5395 -0.708 1.515 1.155
```
Forces are in eV/Å.

Values from the calculation:
total charge	+1

Results of the Mulliken charge analysis, in e, for atoms 1 through 4: atom 1 (O): -0.65, atom 2 (H): 0.32, atom 3 (O): -0.67, atom 4 (C): -0.54



2.
ORCA calculation (ωB97M-V/def2-TZVPD) on a 2-piece molecular cluster, C6H13O overall.

```
20
Properties=species:S:1:pos:R:3:forces:R:3
H 0.2631 1.5699 0.5618 0.066 -0.150 -0.086
H -3.3643 0.9612 -1.7455 0.038 -0.144 0.115
H 0.5876 -0.7413 0.1511 0.043 0.285 -0.141
H 1.2742 2.1028 1.9169 0.143 -0.143 -0.046
H -2.9642 0.5884 0.7455 -0.080 0.000 -0.004
H -2.6333 -1.1112 0.3877 -0.067 -0.142 0.123
C -2.4962 -0.0813 -0.0248 0.273 0.222 -0.046
H 3.5692 -1.4866 -0.2951 0.090 0.029 -0.030
H -4.4535 -0.2737 -1.0293 0.114 0.111 0.018
C 1.2973 1.7605 0.8713 -0.209 0.345 0.265
H 3.2256 0.6795 0.7913 0.042 -0.070 -0.109
C -3.4032 -0.0272 -1.2673 -0.285 -0.064 -0.072
H -3.0515 -0.7721 -1.9845 0.075 0.047 -0.134
C 2.5355 -1.7879 -0.1207 0.117 0.054 0.343
O -1.2060 0.2238 -0.2822 -0.155 -0.066 0.030
H 2.5509 -2.5332 0.6792 -0.065 -0.125 -0.002
C 1.6720 -0.6156 0.2492 -0.131 -0.483 -0.107
H 1.6959 2.6050 0.2948 -0.034 -0.057 -0.023
H 2.1637 -2.2845 -1.0149 -0.043 -0.016 -0.104
C 2.1495 0.5475 0.6576 0.069 0.369 0.010
```
Forces are in eV/Å.

Values from the calculation:
total charge	-1

Results of the Mulliken charge analysis, in e, for atoms 1 through 4: atom 1 (H): 0.17, atom 2 (H): 0.28, atom 3 (H): 0.29, atom 4 (H): 0.26



3.
ORCA calculation (ωB97M-V/def2-TZVPD) on C20H31BMgNO2 as an isolated structure at a distorted geometry.

```
56
Properties=species:S:1:pos:R:3:forces:R:3
H 0.5738 0.9129 4.0515 0.028 0.011 -0.060
H -3.5334 0.4992 -2.6632 0.354 -0.273 0.182
O 1.1551 -2.0596 -0.4540 2.545 -1.927 1.827
C -2.0745 -1.2048 -2.8311 -0.061 0.314 -0.852
H 0.8273 0.5048 -2.6890 -0.125 -0.009 -0.231
H 0.6865 4.3351 1.1072 -0.255 0.008 -0.104
H 1.1501 -2.2407 1.6856 -0.077 -0.251 -0.358
H 1.2518 -0.6991 3.8155 -0.006 0.158 -0.063
H -1.2196 0.2865 2.6513 0.141 0.267 0.079
H 1.8956 0.6609 0.1412 -0.191 -0.064 0.555
C -2.5313 3.3469 1.0971 0.678 0.374 -0.291
H 2.8430 0.1450 2.2790 -0.023 -0.123 0.097
H -1.3744 2.0607 -2.6639 0.023 -0.180 0.516
H 2.0875 -2.8977 -2.8447 0.131 0.146 0.172
N -2.3303 -1.1211 0.1044 -0.282 0.154 0.542
O 0.0433 0.3875 1.0381 0.334 -1.100 0.069
C -2.5051 0.1381 -2.7057 0.636 -0.120 -0.363
H 1.1391 2.1182 0.8135 -0.073 -0.594 0.215
H -2.7281 -2.0847 -2.8730 0.352 0.416 -0.087
H 3.0099 -4.2355 0.4316 0.088 -0.099 -0.127
C 0.8970 0.1986 3.2952 0.001 0.077 -0.177
H -1.1511 3.4639 2.8714 -0.048 -0.015 -0.006
H -0.4689 4.3966 -1.3505 -0.171 -0.017 0.206
C -3.2674 -0.4411 0.2537 1.139 -0.951 -0.278
H -0.0072 -2.0526 -3.2313 -0.315 0.347 0.089
C 1.9766 0.8046 2.3839 0.439 0.253 -0.403
H -4.6593 0.6409 1.6096 0.003 -0.029 -0.261
H -3.4601 2.9546 1.5062 0.279 0.136 -0.043
Mg -0.5189 -1.3299 -0.8288 -2.122 2.452 0.452
C -0.6422 -1.2073 -2.9327 -0.158 -0.092 0.021
H 2.1737 -4.2699 -1.7417 0.049 -0.047 -0.141
C -1.3140 3.5856 1.8048 -0.134 0.109 -0.901
H 0.6315 -3.7176 0.7687 0.170 0.153 0.142
C 2.7864 -3.1809 0.5349 -0.485 0.155 0.026
C 1.3213 1.0392 1.0078 -0.334 0.794 -0.084
C -0.2018 0.1560 -2.6972 -0.604 0.077 -0.514
H -4.3135 1.4954 -0.1919 -0.011 -0.457 0.197
H 3.6754 -3.4702 -2.2956 -0.213 -0.080 0.138
H 3.7879 -0.8047 0.0754 -0.194 -0.045 -0.329
H -0.4524 -1.2153 2.2781 0.174 0.151 -0.036
H 2.3596 1.7553 2.7716 -0.120 -0.201 0.003
C 2.6338 -3.3121 -1.9918 -0.241 -0.001 -0.177
C 1.3285 -2.8734 0.8063 -0.811 0.502 0.207
H 4.3608 -1.4423 -1.4882 -0.240 0.126 0.237
B -4.5167 0.4439 0.4041 -0.780 0.713 0.245
C -0.3437 4.0566 0.8680 -0.619 -0.225 -0.238
H -3.0677 3.6306 -1.0625 0.227 -0.092 0.201
H 3.4691 -2.7228 1.2458 0.010 0.052 -0.083
C 2.5877 -2.4124 -0.7738 0.519 0.537 -0.900
H 2.9606 -0.3434 -1.4298 0.045 -0.400 0.034
C -0.2577 -0.1341 2.3561 -0.687 0.038 -0.617
C -2.3185 3.6829 -0.2714 0.624 -0.032 0.575
C -1.3658 0.9777 -2.6527 0.285 -1.042 -0.072
H -5.4910 -0.1298 -0.0589 0.171 -0.158 0.026
C 3.4633 -1.1717 -0.9100 0.111 0.165 -0.048
C -0.9618 4.0967 -0.4237 -0.177 -0.059 0.792
```
Forces are in eV/Å.

Values from the calculation:
total charge	-1

Results of the Mulliken charge analysis, in e, for atoms 1 through 4: atom 1 (H): 0.31, atom 2 (H): 0.54, atom 3 (O): 0.46, atom 4 (C): -0.98



4.
ORCA calculation (ωB97M-V/def2-TZVPD) on a 2-piece molecular cluster, CH3Br2OP overall at a distorted geometry.

```
8
Properties=species:S:1:pos:R:3:forces:R:3
Br 0.0915 -3.5415 1.3159 -0.068 0.228 0.070
H -2.3581 1.1136 -0.3300 0.527 -0.244 0.179
P -1.7942 -2.8247 0.4974 0.611 1.167 -1.825
Br -1.7383 -3.7605 -1.4854 -0.214 0.059 0.407
C -1.3435 0.6366 -0.2297 -0.685 1.975 0.930
H -0.5776 1.3910 -0.4657 0.007 0.551 0.283
O -1.1142 -0.3540 -1.0628 -0.222 -3.987 -0.086
H -1.1870 0.3737 0.8306 0.045 0.250 0.043
```
Forces are in eV/Å.

Results of the Mulliken charge analysis, in e, for atoms 1 through 4: atom 1 (Br): -0.03, atom 2 (H): 0.21, atom 3 (P): 0.37, atom 4 (Br): -0.02



| no. | molar mass (g/mol) | DFT total energy (eV) |
| --- | --- | --- |
| 1 | 517.588 | -56375.2126 |
| 2 | 101.169 | -8479.3623 |
| 3 | 352.590 | -32947.3608 |
| 4 | 221.816 | -152503.7105 |